Entry from the Open Molecules 2025 dataset: a 2-piece molecular cluster, C20H16F2N2O2 overall at a distorted geometry (ωB97M-V with the def2-TZVPD basis set).

Structure (ORCA input):
```
! wB97M-V def2-TZVPD RIJCOSX def2/J DEFGRID3
* xyz 0 1
F 2.118 -3.018 -3.523
F -0.404 -3.801 4.124
O 1.980 -0.852 0.253
O -0.119 3.110 -0.600
N 2.022 3.158 0.172
N 0.933 1.098 -0.293
C -2.157 -1.220 2.191
C 1.968 4.605 0.186
C 1.180 -2.014 -3.587
C 3.181 1.159 0.544
C 0.001 -0.371 -4.867
C -0.470 -0.632 -2.485
C 0.964 -1.388 -4.814
C 0.866 2.439 -0.267
C -1.308 -2.816 3.796
C -1.189 -2.198 2.560
C 3.144 2.506 0.546
C -2.290 -2.489 4.730
C -3.223 -1.501 4.375
C -1.290 -0.963 -0.140
C -3.167 -0.883 3.134
C -1.186 -0.223 -1.314
C 1.991 0.402 0.160
C 0.507 -1.661 -2.428
C -0.704 0.005 -3.732
C -2.118 -0.586 0.911
H 0.767 -2.114 -1.477
H 1.785 4.997 -0.820
H 4.061 0.605 0.848
H 1.529 -1.696 -5.690
H -2.323 -2.988 5.695
H 2.924 4.984 0.559
H -2.795 0.257 0.738
H -0.368 -2.440 1.888
H -0.198 0.132 -5.814
H 3.993 3.124 0.852
H 1.156 4.954 0.833
H -3.895 -0.119 2.855
H -1.449 0.801 -3.763
H -4.000 -1.219 5.085
H -0.673 -1.856 -0.042
H -1.746 0.714 -1.378
*
```

Output
* total energy: -33507.949 eV
* E_HOMO: -7.62 eV
* HOMO-LUMO gap: 5.0758 eV
* F_max: 1.85 eV Å⁻¹